163
Properties=species:S:1:pos:R:3:mulliken_charge:R:1 method="wB97M-V/def2-TZVPD" relative_energy_kcal_mol=0.00 orbital_gap_ev=7.18 fmax_ev_per_a=1.66 energy_ha=-3466.10460
C -2.350 -3.993 0.811 -1.241
C -2.355 -2.685 0.084 0.808
O -2.138 -2.576 -1.092 -0.520
O -2.611 -1.601 0.914 -0.287
C -3.587 -0.731 0.431 0.220
O -3.373 0.041 -0.463 -0.507
C -4.903 -0.906 1.117 -0.248
C -5.588 -2.041 0.384 0.087
C -5.766 -1.998 -0.941 0.297
C -6.392 -3.113 -1.684 -0.021
O -6.584 -3.046 -2.890 -0.591
C -6.747 -4.328 -0.917 -0.614
C -6.579 -4.383 0.403 -0.711
C -6.069 -3.214 1.153 0.410
O -6.075 -3.220 2.373 -0.439
H -1.397 -4.483 0.675 0.391
H -3.129 -4.642 0.432 0.309
H -2.477 -3.834 1.875 0.352
H -5.484 0.002 1.101 0.503
H -4.754 -1.238 2.137 0.194
H -5.451 -1.148 -1.521 0.561
H -7.143 -5.139 -1.505 0.468
H -6.841 -5.271 0.951 0.487
C -6.809 -1.110 5.023 -0.763
C -5.965 0.109 4.765 0.971
O -5.975 0.669 3.690 -0.608
C -5.101 0.590 5.900 -1.121
H -7.377 -1.358 4.129 0.230
H -6.166 -1.954 5.280 -0.030
H -7.500 -0.921 5.846 0.458
H -4.402 -0.195 6.192 0.313
H -5.718 0.855 6.759 0.363
H -4.542 1.467 5.585 0.256
C -1.834 2.900 -3.428 -0.713
C -1.596 3.637 -2.137 0.657
O -1.307 4.812 -2.102 -0.603
C -1.743 2.806 -0.888 -0.846
H -1.706 3.576 -4.271 0.234
H -1.125 2.079 -3.525 0.093
H -2.851 2.502 -3.441 0.425
H -1.029 1.982 -0.907 0.288
H -2.751 2.399 -0.835 0.134
H -1.559 3.419 -0.007 0.365
C -4.425 -4.616 8.114 -1.105
C -4.260 -4.444 6.624 0.918
O -4.381 -3.365 6.091 -0.561
C -3.944 -5.686 5.834 -0.843
H -4.653 -3.654 8.568 0.273
H -5.235 -5.317 8.319 0.221
H -3.503 -5.005 8.547 0.393
H -4.752 -6.409 5.958 0.154
H -3.008 -6.123 6.185 0.371
H -3.846 -5.435 4.779 0.150
C 2.618 -3.567 2.418 -1.025
C 1.241 -2.960 2.361 0.827
O 0.259 -3.553 2.750 -0.552
C 1.134 -1.565 1.791 -0.972
H 2.553 -4.565 2.846 0.271
H 3.041 -3.634 1.418 0.345
H 3.271 -2.955 3.036 0.259
H 1.498 -1.554 0.762 0.324
H 1.731 -0.872 2.386 0.403
H 0.094 -1.243 1.805 0.127
C 2.569 1.108 -5.725 -1.189
C 1.243 1.826 -5.792 0.616
O 0.229 1.319 -5.364 -0.404
C 1.243 3.193 -6.418 -0.886
H 2.434 0.136 -5.255 0.328
H 2.967 0.970 -6.731 0.357
H 3.280 1.694 -5.139 0.219
H 1.592 3.131 -7.447 0.278
H 1.902 3.859 -5.859 0.361
H 0.233 3.599 -6.409 0.281
C 7.599 -2.112 2.126 -1.141
C 6.492 -3.074 2.482 0.804
O 5.526 -3.216 1.766 -0.529
C 6.655 -3.846 3.765 -0.935
H 7.366 -1.621 1.184 0.327
H 7.702 -1.356 2.907 0.327
H 8.542 -2.651 2.027 0.315
H 6.722 -3.157 4.608 0.272
H 7.556 -4.447 3.726 0.341
H 5.794 -4.498 3.905 0.260
C 9.874 -3.402 6.957 -1.017
C 10.181 -4.438 5.904 0.762
O 9.445 -4.620 4.963 -0.491
C 11.449 -5.236 6.081 -1.117
H 8.940 -2.901 6.713 0.224
H 9.778 -3.878 7.933 0.332
H 10.675 -2.662 6.998 0.323
H 11.416 -5.785 7.023 0.328
H 12.312 -4.569 6.088 0.327
H 11.550 -5.942 5.261 0.299
C -1.775 1.123 -10.675 -1.164
C -1.500 1.908 -9.414 0.701
O -1.190 3.077 -9.457 -0.578
C -1.630 1.167 -8.109 -0.567
H -1.648 1.769 -11.541 0.333
H -1.083 0.283 -10.749 0.309
H -2.797 0.741 -10.660 0.326
H -0.929 0.332 -8.079 0.279
H -2.644 0.784 -7.992 0.422
H -1.410 1.840 -7.285 -0.062
C 4.078 5.680 -10.220 -1.231
C 3.710 5.357 -8.793 0.916
O 3.422 4.233 -8.452 -0.538
C 3.716 6.497 -7.808 -0.974
H 4.033 4.774 -10.820 0.305
H 3.381 6.413 -10.628 0.342
H 5.089 6.087 -10.261 0.336
H 3.001 7.262 -8.117 0.415
H 4.714 6.932 -7.743 0.315
H 3.434 6.123 -6.827 0.113
C -0.865 1.937 7.537 -1.134
C -2.238 2.563 7.566 0.888
O -3.212 1.934 7.903 -0.522
C -2.338 4.011 7.150 -1.184
H -0.933 0.900 7.855 0.297
H -0.459 1.974 6.525 0.316
H -0.195 2.474 8.210 0.340
H -1.990 4.130 6.123 0.316
H -1.728 4.632 7.807 0.399
H -3.374 4.336 7.214 0.296
C 5.193 4.476 -4.222 -0.817
C 6.158 5.582 -4.580 0.795
O 6.234 6.000 -5.712 -0.554
C 7.011 6.137 -3.468 -1.171
H 4.645 4.172 -5.112 0.034
H 5.739 3.618 -3.828 0.399
H 4.486 4.826 -3.467 0.371
H 7.631 5.345 -3.043 0.393
H 6.379 6.556 -2.686 0.268
H 7.653 6.922 -3.856 0.284
C -3.338 -3.241 -4.845 -0.822
C -2.403 -2.159 -5.331 0.656
O -2.398 -1.803 -6.488 -0.564
C -1.482 -1.545 -4.308 -0.215
H -3.945 -3.597 -5.675 0.331
H -2.764 -4.074 -4.438 0.339
H -3.994 -2.847 -4.067 0.009
H -0.836 -2.313 -3.879 0.348
H -2.064 -1.088 -3.505 -0.003
H -0.866 -0.781 -4.780 -0.045
C 5.106 10.200 -1.674 -1.155
C 6.210 9.871 -2.649 0.873
O 7.073 9.067 -2.381 -0.544
C 6.187 10.589 -3.976 -1.127
H 5.239 9.618 -0.765 0.301
H 5.132 11.261 -1.425 0.356
H 4.136 9.961 -2.113 0.321
H 6.256 11.666 -3.819 0.370
H 5.260 10.364 -4.506 0.311
H 7.029 10.261 -4.580 0.289
C -8.671 -8.135 6.159 -1.201
C -7.754 -7.174 6.875 0.911
O -6.672 -7.523 7.286 -0.553
C -8.252 -5.760 7.048 -0.957
H -8.197 -9.112 6.100 0.314
H -9.613 -8.227 6.701 0.343
H -8.875 -7.774 5.150 0.308
H -9.178 -5.758 7.626 0.393
H -8.439 -5.307 6.073 0.278
H -7.505 -5.170 7.575 0.156